No. 1
Here is a cluster of 2 separate species, C3H6O3 in total from OMol25. Energies are from ωB97M-V/def2-TZVPD.

XYZ file:
```
12
Properties=species:S:1:pos:R:3
O 0.334 -0.617 1.211
C 0.249 0.699 0.676
C -1.094 0.989 0.028
O 1.881 -0.864 -1.447
C 1.177 -1.744 -1.152
O 0.464 -2.635 -0.905
H -0.371 -1.157 0.833
H 1.055 0.839 -0.054
H 0.427 1.398 1.500
H -1.144 2.032 -0.300
H -1.908 0.811 0.738
H -1.260 0.357 -0.855
```

Computed properties:
* strongest force on any atom: 0.8 eV Å⁻¹
* ΔE to the lowest compared entry with this formula, charge and spin: 8.5 kJ/mol
* E_LUMO: 0.6366 eV
* orbital gap: 0.408 Eh

***

No. 2
Here is the molecule C3H6O3 at a distorted geometry from OMol25. Energies are from ωB97M-V/def2-TZVPD.

XYZ file:
```
12
Properties=species:S:1:pos:R:3
C -1.068 -1.340 -1.384
O -1.610 -0.854 -0.163
C -0.929 -0.103 0.654
O 0.317 0.107 0.229
C 0.938 0.954 1.247
O 1.278 2.167 0.711
H -0.748 -0.504 -1.999
H -0.225 -1.996 -1.195
H -1.869 -1.902 -1.852
H 0.264 1.173 2.083
H 1.781 0.352 1.573
H 1.937 1.988 0.034
```

Computed properties:
* strongest force on any atom: 1.3 eV Å⁻¹
* ΔE to the lowest compared entry with this formula, charge and spin: 306.8 kJ/mol
* E_LUMO: 0.7372 eV
* orbital gap: 0.356 Eh

***

No. 3
Here is the molecule C3H6O3 at a distorted geometry from OMol25. Energies are from ωB97M-V/def2-TZVPD.

XYZ file:
```
12
Properties=species:S:1:pos:R:3
C 0.638 0.904 0.530
C -0.273 -0.041 -0.112
C -1.472 0.735 -0.044
O -0.222 -1.323 0.469
O 0.547 -2.101 -0.469
O 1.961 0.911 0.226
H -0.071 -2.845 -0.568
H 2.171 0.110 -0.275
H 0.400 1.501 1.393
H 0.182 0.104 -1.132
H -2.095 0.665 0.830
H -1.767 1.381 -0.849
```

Computed properties:
* strongest force on any atom: 3.0 eV Å⁻¹
* ΔE to the lowest compared entry with this formula, charge and spin: 724.7 kJ/mol
* E_LUMO (alpha / beta): 0.4158 / 0.7898 eV
* orbital gap (alpha / beta): 0.291 / 0.325 Eh

***

No. 4
Here is a cluster of 2 separate species, C3H6O3 in total from OMol25. Energies are from ωB97M-V/def2-TZVPD.

XYZ file:
```
12
Properties=species:S:1:pos:R:3
O -0.609 1.027 0.088
C -0.802 -0.369 0.285
C 0.195 -0.966 1.263
O 0.035 0.511 -2.785
C 0.721 1.255 -2.207
O 1.454 1.994 -1.678
H 0.202 1.296 0.536
H -0.725 -0.870 -0.689
H -1.826 -0.516 0.650
H 0.030 -2.041 1.380
H 0.102 -0.498 2.250
H 1.222 -0.822 0.906
```

Computed properties:
* strongest force on any atom: 0.8 eV Å⁻¹
* ΔE to the lowest compared entry with this formula, charge and spin: 3.5 kJ/mol
* E_LUMO: 0.6806 eV
* orbital gap: 0.412 Eh

***

No. 5
Here is a cluster of 2 separate species, C3H6O3 in total at a distorted geometry from OMol25. Energies are from ωB97M-V/def2-TZVPD.

XYZ file:
```
12
Properties=species:S:1:pos:R:3
O 0.514 1.916 0.066
C 0.400 1.296 1.104
C 1.011 -0.073 1.406
H 0.017 1.822 2.082
H 1.661 -0.205 0.530
H 1.461 -0.245 2.364
H 0.388 -0.938 1.432
O -2.421 -0.392 -2.094
C -1.390 -0.988 -2.068
O -0.206 -0.758 -1.233
H -1.091 -1.582 -2.844
H -0.344 0.148 -0.745
```

Computed properties:
* strongest force on any atom: 4.1 eV Å⁻¹
* ΔE to the lowest compared entry with this formula, charge and spin: 194.8 kJ/mol
* E_LUMO: 0.6535 eV
* orbital gap: 0.410 Eh

***

No. 6
Here is a cluster of 3 separate species, C3H6O3 in total at a distorted geometry from OMol25. Energies are from ωB97M-V/def2-TZVPD.

XYZ file:
```
12
Properties=species:S:1:pos:R:3
C 1.926 -0.411 0.027
O 0.598 -0.404 0.542
C -0.140 0.508 -0.076
O 0.280 1.168 -0.994
C -1.483 0.506 0.636
O -2.040 1.614 0.845
H 2.033 -0.698 -1.025
H 2.458 0.541 0.139
H 2.393 -1.164 0.662
H -1.867 -0.998 -1.004
H -1.791 -0.434 1.155
H -2.523 -0.412 -0.984
```

Computed properties:
* strongest force on any atom: 5.0 eV Å⁻¹
* ΔE to the lowest compared entry with this formula, charge and spin: 298.4 kJ/mol
* E_LUMO: -0.1368 eV
* orbital gap: 0.377 Eh

***

No. 7
Here is the molecule C3H6O3 at a distorted geometry from OMol25. Energies are from ωB97M-V/def2-TZVPD.

XYZ file:
```
12
Properties=species:S:1:pos:R:3
O -1.086 1.082 0.875
C -1.018 -0.160 0.385
C 0.264 -0.958 0.659
O 1.234 -0.547 -0.301
C 0.875 0.515 -1.046
O 0.715 1.675 -0.616
H -0.227 1.600 0.340
H -0.770 -0.061 -0.863
H -1.948 -0.726 0.451
H 0.115 -2.034 0.515
H 0.622 -0.760 1.668
H 1.224 0.374 -2.067
```

Computed properties:
* strongest force on any atom: 2.9 eV Å⁻¹
* ΔE to the lowest compared entry with this formula, charge and spin: 282.3 kJ/mol
* E_LUMO: 0.2801 eV
* orbital gap: 0.377 Eh

***

No. 8
Here is a structure of composition C3H6O3Sr at a distorted geometry from OMol25. Energies are from ωB97M-V/def2-TZVPD.

XYZ file:
```
13
Properties=species:S:1:pos:R:3
H 0.064 0.859 -0.918
O -0.249 1.852 1.308
C -1.068 1.231 0.687
O -2.092 1.518 0.067
Sr -4.067 3.265 -0.142
O -0.299 0.222 -0.196
C 0.798 -0.571 0.373
C 1.135 -1.677 -0.590
H 0.418 -0.919 1.336
H 1.646 0.106 0.533
H 0.267 -2.319 -0.782
H 1.926 -2.290 -0.139
H 1.521 -1.277 -1.538
```

Computed properties:
* strongest force on any atom: 4.9 eV Å⁻¹
* ΔE to the lowest compared entry with this formula, charge and spin: 97.3 kJ/mol
* E_LUMO (alpha / beta): -3.4424 / -3.8062 eV
* multiplicity: 2
* orbital gap (alpha / beta): 0.213 / 0.399 Eh
* charge: +1

***

No. 9
Here is a structure of composition C3H6O4 at a distorted geometry from OMol25. Energies are from ωB97M-V/def2-TZVPD.

XYZ file:
```
13
Properties=species:S:1:pos:R:3
H -1.333 1.281 -0.428
O -2.608 0.486 0.045
H -3.112 0.971 0.710
C -1.819 -0.556 0.658
C -0.801 -1.021 -0.369
H -2.466 -1.391 0.956
H -1.311 -0.085 1.513
H -1.053 -0.664 -1.379
H -0.782 -2.120 -0.382
O 0.485 -0.520 -0.036
C 0.851 0.734 -0.418
O -0.102 1.559 -0.719
O 2.015 1.053 -0.260
```

Computed properties:
* strongest force on any atom: 4.8 eV Å⁻¹
* ΔE to the lowest compared entry with this formula, charge and spin: 170.9 kJ/mol
* E_LUMO: 0.0722 eV
* orbital gap: 0.370 Eh

***

No. 10
Here is the molecule C3H6O4 at a distorted geometry from OMol25. Energies are from ωB97M-V/def2-TZVPD.

XYZ file:
```
13
Properties=species:S:1:pos:R:3
C 1.386 -0.698 0.206
C 0.500 0.842 0.243
C -1.525 0.089 -0.710
O 1.244 0.208 1.272
O 2.546 -0.630 -0.471
O 1.116 1.825 -0.378
O -0.891 0.749 0.343
H 0.898 -1.610 0.296
H -0.873 0.152 -1.586
H -2.435 0.823 -0.695
H -1.910 -1.043 -0.446
H 3.196 0.079 -0.170
H 0.982 2.687 0.000
```

Computed properties:
* strongest force on any atom: 7.0 eV Å⁻¹
* ΔE to the lowest compared entry with this formula, charge and spin: 410.2 kJ/mol
* E_LUMO: 0.6641 eV
* orbital gap: 0.326 Eh

***

No. 11
Here is a structure of composition C3H6O4PS at a distorted geometry from OMol25. Energies are from ωB97M-V/def2-TZVPD.

XYZ file:
```
15
Properties=species:S:1:pos:R:3
C -0.681 -1.018 -0.349
C 1.416 -1.901 -0.047
C 0.302 2.273 0.050
O -3.381 -0.128 0.129
O -0.727 -1.444 -1.477
O -1.513 0.408 1.845
O 0.414 -1.085 0.403
P -1.963 0.150 0.473
S -1.069 2.113 -1.152
H 1.178 -2.779 -0.472
H 2.161 -2.182 0.857
H 2.040 -1.363 -0.815
H 0.882 2.989 -0.565
H 0.805 1.290 0.106
H 0.136 2.678 1.013
```

Computed properties:
* strongest force on any atom: 6.0 eV Å⁻¹
* ΔE to the lowest compared entry with this formula, charge and spin: 36.2 kJ/mol
* E_LUMO: 3.3782 eV
* orbital gap: 0.285 Eh
* charge: -1

***

No. 12
Here is the molecule C3H6O4S at a distorted geometry from OMol25. Energies are from ωB97M-V/def2-TZVPD.

XYZ file:
```
14
Properties=species:S:1:pos:R:3
C 0.128 0.510 0.202
C -1.963 -0.730 0.300
C -1.190 0.370 -0.360
O 2.094 0.170 -1.291
O 2.652 1.203 0.909
O 0.794 -0.423 0.649
O 3.447 -1.097 0.273
S 2.567 0.019 0.042
H 0.546 1.452 0.118
H -1.176 -1.353 0.628
H -2.477 -1.095 -0.571
H -2.666 -0.219 1.090
H -1.859 1.218 -0.635
H -0.897 -0.026 -1.354
```

Computed properties:
* strongest force on any atom: 3.2 eV Å⁻¹
* ΔE to the lowest compared entry with this formula, charge and spin: 243.5 kJ/mol
* E_LUMO: -0.8496 eV
* orbital gap: 0.371 Eh

***

No. 13
Here is a structure of composition C3H6O4Sr at a distorted geometry from OMol25. Energies are from ωB97M-V/def2-TZVPD.

XYZ file:
```
14
Properties=species:S:1:pos:R:3
O -2.206 0.739 1.128
O -2.492 2.937 1.528
C -1.853 1.801 1.718
O -0.853 1.793 2.491
H 1.719 -1.839 0.362
Sr -0.379 -0.441 2.051
O 0.901 -1.346 0.236
H -3.126 2.848 0.804
C 0.762 -0.897 -1.117
C 1.796 -1.345 -2.057
H 1.530 0.092 -1.355
H 1.646 -2.340 -2.487
H -0.306 -0.883 -1.363
H 2.859 -1.118 -1.938
```

Computed properties:
* strongest force on any atom: 5.3 eV Å⁻¹
* ΔE to the lowest compared entry with this formula, charge and spin: 0.0 kJ/mol
* E_LUMO (alpha / beta): -4.4671 / -4.7794 eV
* multiplicity: 2
* orbital gap (alpha / beta): 0.315 / 0.341 Eh
* charge: +1

***

No. 14
Here is the ion C3H6OP with charge +1 at a distorted geometry from OMol25. Energies are from ωB97M-V/def2-TZVPD.

XYZ file:
```
11
Properties=species:S:1:pos:R:3
C 0.054 -0.464 0.083
C 0.424 0.736 1.030
C -0.996 0.217 -0.927
O -0.615 1.682 1.114
P -1.708 1.710 -0.042
H 0.948 -0.962 -0.506
H -0.471 -1.201 0.590
H 0.545 0.563 2.132
H 1.329 1.188 0.683
H -0.343 0.403 -1.740
H -1.870 -0.400 -1.225
```

Computed properties:
* strongest force on any atom: 3.4 eV Å⁻¹
* ΔE to the lowest compared entry with this formula, charge and spin: 0.0 kJ/mol
* E_LUMO: -7.2498 eV
* orbital gap: 0.344 Eh
* charge: +1

***

No. 15
Here is the molecule C3H6OS at a distorted geometry from OMol25. Energies are from ωB97M-V/def2-TZVPD.

XYZ file:
```
11
Properties=species:S:1:pos:R:3
C -1.338 -0.434 -0.307
C -0.320 0.759 0.048
C 1.722 -0.400 0.168
H -2.257 -0.076 0.117
H -1.439 -0.761 -1.307
H -1.181 -1.552 0.109
H -0.641 1.760 -0.291
H -0.149 1.137 1.237
H 1.152 -0.936 0.920
O 1.027 0.473 -0.491
S 3.424 0.030 -0.203
```

Computed properties:
* strongest force on any atom: 5.8 eV Å⁻¹
* ΔE to the lowest compared entry with this formula, charge and spin: 302.2 kJ/mol
* E_LUMO: -0.0805 eV
* orbital gap: 0.303 Eh

***

No. 16
Here is the molecule C3H6OS at a distorted geometry from OMol25. Energies are from ωB97M-V/def2-TZVPD.

XYZ file:
```
11
Properties=species:S:1:pos:R:3
C 0.699 -0.706 0.888
C -0.327 -0.934 -0.218
C -0.350 1.337 -0.556
H 0.360 -1.019 1.708
H 1.782 -1.059 0.964
H -1.301 -0.886 -0.116
H -0.121 -1.854 -0.968
H -0.007 2.562 -0.834
H -1.533 1.343 -0.411
O -0.036 0.159 -1.372
S 0.835 1.056 0.916
```

Computed properties:
* strongest force on any atom: 10.2 eV Å⁻¹
* ΔE to the lowest compared entry with this formula, charge and spin: 358.8 kJ/mol
* E_LUMO: 0.9067 eV
* orbital gap: 0.353 Eh

***

No. 17
Here is the molecule C3H6OS at a distorted geometry from OMol25. Energies are from ωB97M-V/def2-TZVPD.

XYZ file:
```
11
Properties=species:S:1:pos:R:3
C 0.332 0.786 0.716
C -0.846 -0.396 0.743
C 0.602 -0.389 -1.396
H -0.257 1.692 0.655
H 0.795 0.963 1.648
H -1.669 -0.012 1.002
H -0.645 -1.254 1.366
H 1.243 -1.412 -1.571
H 0.498 0.378 -2.070
O 1.207 0.446 -0.243
S -1.261 -0.801 -0.850
```

Computed properties:
* strongest force on any atom: 7.7 eV Å⁻¹
* ΔE to the lowest compared entry with this formula, charge and spin: 274.2 kJ/mol
* E_LUMO: 0.9282 eV
* orbital gap: 0.357 Eh

***

No. 18
Here is a structure of composition C3H6OS at a distorted geometry from OMol25. Energies are from ωB97M-V/def2-TZVPD.

XYZ file:
```
11
Properties=species:S:1:pos:R:3
C -0.446 -0.398 -0.567
C -0.071 0.834 0.152
C -1.125 1.700 0.633
H 0.100 -2.827 -1.016
H -0.763 -0.308 -1.551
H -1.167 -0.932 0.104
H 0.826 1.321 -0.076
H -1.136 2.786 0.568
H -2.178 1.266 0.566
O -0.438 0.888 1.587
S 1.105 -1.327 -0.787
```

Computed properties:
* strongest force on any atom: 4.9 eV Å⁻¹
* ΔE to the lowest compared entry with this formula, charge and spin: 340.0 kJ/mol
* E_LUMO: -0.2740 eV
* orbital gap: 0.329 Eh

***

No. 19
Here is the molecule C3H6OS2 at a distorted geometry from OMol25. Energies are from ωB97M-V/def2-TZVPD.

XYZ file:
```
12
Properties=species:S:1:pos:R:3
C -1.976 -1.039 0.244
C 0.229 0.455 0.046
C 2.424 -0.460 0.117
H -1.974 -0.332 1.077
H -2.449 -2.003 0.520
H -2.555 -0.639 -0.618
H 2.408 -0.986 1.084
H 2.158 -1.116 -0.691
H 3.420 -0.052 -0.012
O 1.496 0.639 0.031
S -0.263 -1.285 -0.204
S -0.802 1.678 -0.050
```

Computed properties:
* strongest force on any atom: 2.8 eV Å⁻¹
* ΔE to the lowest compared entry with this formula, charge and spin: 116.7 kJ/mol
* E_LUMO: 0.4631 eV
* orbital gap: 0.335 Eh

***

No. 20
Here is the molecule C3H6OS2 at a distorted geometry from OMol25. Energies are from ωB97M-V/def2-TZVPD.

XYZ file:
```
12
Properties=species:S:1:pos:R:3
C -0.505 -1.466 0.514
C 1.323 0.434 -0.195
C -0.893 1.036 -0.339
H -0.280 -1.075 1.439
H -0.651 -2.618 0.729
H 2.160 0.491 0.710
H 1.786 0.971 -1.109
H -0.785 1.513 -1.275
H -1.583 1.756 0.049
O 0.355 1.028 0.303
S 0.985 -1.403 -0.486
S -1.911 -0.667 -0.340
```

Computed properties:
* strongest force on any atom: 9.2 eV Å⁻¹
* ΔE to the lowest compared entry with this formula, charge and spin: 275.8 kJ/mol
* E_LUMO: 0.6866 eV
* orbital gap: 0.336 Eh